Density functional theory data (the ωB97M-V functional and the def2-TZVPD basis) for one molecule with the formula C11H16SSi at a distorted geometry.

## Properties
* HOMO level (spin up / spin down): -7.05 / -5.70 eV
* LUMO level (spin up / spin down): 0.250 / -0.081 eV
* relative energy (zero: lowest compared OMol25 entry of this formula, charge and spin): 3.403 eV
* Kohn-Sham gap (spin up / spin down): 7.30 / 5.62 eV

Each line ends with the natural charge from an NBO analysis.
Geometry (Å):
1 C -3.7365 -1.6561 0.1992  -0.21
2 C -3.6909 -0.6540 -0.6992  -0.21
3 C -2.6160 -1.8138 1.0738  -0.20
4 C -2.5349 0.0655 -0.9502  -0.20
5 C -1.5416 -1.0842 0.8579  -0.19
6 C -1.4248 -0.1750 -0.2049  -0.50
7 C 2.0539 0.8813 1.8030  -0.41
8 C 0.8261 1.7442 1.3132  -0.87
9 C 2.9823 0.0793 0.7749  -0.57
10 C 2.1500 -1.3948 -1.2900  -0.70
11 C 0.6252 1.4499 -1.9734  -1.20
12 Si 0.1395 0.8644 -0.2965  1.51
13 S 2.5679 -1.6462 0.4208  0.20
14 H -4.7046 -1.9932 0.4654  0.21
15 H -4.5503 -0.4834 -1.4187  0.21
16 H -2.8385 -2.4015 1.9321  0.21
17 H -2.4096 0.5880 -1.8408  0.20
18 H -0.7706 -1.1031 1.5732  0.21
19 H 2.6504 1.6270 2.2535  0.21
20 H 1.6363 0.2486 2.5787  0.21
21 H 0.0329 1.7383 2.1039  0.24
22 H 1.1118 2.8269 1.0774  0.24
23 H 2.9381 0.5026 -0.2477  0.23
24 H 4.0370 0.1542 1.1321  0.23
25 H 1.5967 -2.2675 -1.6453  0.19
26 H 2.9726 -1.1020 -2.0355  0.19
27 H 0.4639 2.5681 -2.1273  0.23
28 H 1.8163 1.6356 -2.1026  0.26
29 H 0.2177 0.8010 -2.7270  0.26

Forces on the atoms, in the same order (eV/Å):
C 0.826 0.824 1.899
C -1.515 0.500 -3.117
C -4.069 -1.050 -0.864
C 0.181 -1.295 -0.124
C 1.949 1.419 -0.055
C 1.212 0.870 1.174
C -0.557 -0.102 -1.107
C -0.419 -0.401 -1.372
C -0.004 1.038 0.544
C 0.113 -0.177 -0.130
C 3.008 3.535 0.016
Si 0.853 -1.057 0.060
S 0.205 0.170 -0.357
H -0.593 -1.110 0.096
H 0.871 -0.146 1.179
H 0.635 -0.592 0.628
H -0.316 1.495 -1.245
H 1.156 -0.281 0.740
H 1.116 0.437 0.844
H 0.407 -0.441 0.066
H 0.660 0.155 -0.697
H -0.363 -1.511 0.264
H 0.138 0.277 0.769
H -0.812 -0.104 -0.187
H -0.111 0.295 -0.037
H -1.113 -0.086 1.309
H -0.998 -1.218 -0.192
H -2.482 -1.454 0.415
H 0.021 0.014 -0.519

=====

Density functional theory data (the ωB97M-V functional and the def2-TZVPD basis) for C11H17BN6Sr as an isolated structure at a distorted geometry.

## Properties
* HOMO level (spin up / spin down): -5.99 / -5.86 eV
* LUMO level (spin up / spin down): -0.695 / -0.573 eV
* relative energy (zero: lowest compared OMol25 entry of this formula, charge and spin): 6.594 eV
* Kohn-Sham gap (spin up / spin down): 5.30 / 5.29 eV

Each line ends with the Mulliken charge.
Geometry (Å):
1 H 0.7373 3.2704 1.5719  0.48
2 N 0.3118 1.7274 0.1994  -0.35
3 B -0.0646 0.3065 -1.8634  -0.62
4 N 0.3120 1.6384 -1.1558  0.38
5 C 0.6726 2.8335 -1.6913  -0.11
6 Sr -0.2276 -0.0368 1.3497  1.58
7 H 0.7299 2.9572 -2.7722  0.42
8 C 0.9140 3.7262 -0.6470  -1.05
9 H 1.2209 4.7683 -0.7227  0.37
10 C 0.6724 2.9797 0.5236  -0.37
11 H -0.0025 0.4387 -3.0638  -0.12
12 C -0.7468 -1.7386 2.4000  -1.21
13 H -0.7222 -1.5822 3.4902  0.36
14 H -0.0461 -2.5523 2.1394  0.39
15 H -1.7659 -2.0482 2.1060  0.32
16 N -1.5055 -0.0897 -1.4394  0.45
17 N 0.9186 -0.8001 -1.3923  0.38
18 N -1.8103 -0.2827 -0.1306  -0.68
19 N 1.0240 -1.1133 -0.0756  -0.41
20 C -2.6158 -0.2755 -2.1994  -0.11
21 C 1.7794 -1.5636 -2.1140  -0.11
22 H -2.5673 -0.1620 -3.2820  0.42
23 H 1.8386 -1.4533 -3.1963  0.41
24 C -3.6757 -0.6005 -1.3530  -1.11
25 C 2.4654 -2.4004 -1.2337  -1.14
26 C -3.1158 -0.5900 -0.0599  -0.34
27 C 1.9537 -2.0756 0.0386  -0.33
28 H -4.7070 -0.8120 -1.6321  0.37
29 H 3.2286 -3.1376 -1.4779  0.37
30 H -3.5775 -0.7818 0.9087  0.49
31 H 2.2039 -2.4762 1.0211  0.46
32 H -1.1158 0.7483 2.3741  0.39
33 C 1.7398 0.2605 3.2873  -1.08
34 H 0.8531 0.0466 3.9136  0.33
35 H 2.6279 0.4149 3.9336  0.30
36 H 2.0629 0.4565 2.2445  0.48

Forces on the atoms, in the same order (eV/Å):
H -0.078 -0.095 -0.406
N 1.215 3.615 -2.120
B -0.070 0.091 -0.192
N 0.298 0.877 -0.008
C -0.103 -0.278 0.413
Sr 4.417 0.006 -0.423
H -0.029 -0.028 0.438
C -0.022 -0.159 -0.061
H -0.141 -0.453 0.009
C -0.053 -0.264 -0.700
H -0.004 -0.035 0.245
C -2.039 -7.094 4.114
H 0.079 0.643 -0.571
H -0.008 0.673 -0.290
H 0.464 0.686 -0.228
N -0.919 -0.223 -0.145
N 0.790 -0.762 -0.036
N -3.193 -0.583 -2.689
N 3.256 -2.709 -3.232
C 0.204 0.017 0.428
C -0.197 0.131 0.422
H -0.044 -0.043 0.443
H -0.006 -0.072 0.431
C 0.133 0.032 -0.037
C -0.023 0.053 -0.029
C 0.446 0.157 -0.715
C -0.212 0.352 -0.919
H 0.458 0.101 0.095
H -0.323 0.315 0.059
H 0.150 0.130 -0.384
H -0.049 0.107 -0.374
H -4.996 4.622 6.157
C 2.164 0.328 1.437
H 0.152 0.243 -1.464
H -0.624 -0.114 -0.364
H -1.092 -0.270 0.699

=====

Density functional theory data (the ωB97M-V functional and the def2-TZVPD basis) for one molecule with the formula C11H17BO2 at a distorted geometry.

## Properties
* HOMO level: -8.56 eV
* LUMO level: -1.294 eV
* relative energy (zero: lowest compared OMol25 entry of this formula, charge and spin): 5.299 eV
* Kohn-Sham gap: 7.26 eV

Each line ends with the natural charge from an NBO analysis.
Geometry (Å):
1 B -2.1692 -0.3411 -0.0160  0.49
2 C 1.6037 -2.2721 3.0458  -0.20
3 C 2.0429 -2.4422 1.7504  -0.20
4 C 0.5299 -1.5106 3.3000  -0.21
5 C 1.3849 -1.6875 0.6953  -0.17
6 C -0.1326 -0.8392 2.2972  -0.13
7 C 0.2905 -0.8082 0.9991  -0.22
8 C 1.3073 1.5633 -0.1500  -0.61
9 C 0.3930 0.2898 -2.2648  -0.56
10 C -0.9616 2.0825 -1.1220  -0.59
11 C -0.5126 -0.0769 0.0079  0.48
12 C 0.0805 0.9495 -0.7996  -0.23
13 O -2.7300 -0.3172 -1.3143  -0.91
14 O -2.4418 -1.4085 0.7784  -0.92
15 H 2.2256 -2.8499 3.7266  0.22
16 H 2.7774 -3.1407 1.5608  0.21
17 H 0.0818 -1.5204 4.2337  0.22
18 H 1.5337 -1.9544 -0.3349  0.20
19 H -1.1217 -0.3585 2.4905  0.24
20 H 1.7625 2.1454 -0.9202  0.21
21 H 1.9851 0.8469 -0.0376  0.21
22 H 1.0687 2.2734 0.7064  0.23
23 H 0.7941 1.1367 -2.8253  0.23
24 H 1.0643 -0.5472 -2.0084  0.21
25 H -0.6135 0.0141 -2.6179  0.25
26 H -1.8860 1.7619 -1.6230  0.26
27 H -0.3859 2.8194 -1.8334  0.20
28 H -1.1934 2.6961 -0.1393  0.22
29 H -2.7443 0.6685 0.3137  -0.05
30 H -2.5780 -1.1242 -1.7483  0.45
31 H -3.2993 -1.4670 1.0973  0.48

Forces on the atoms, in the same order (eV/Å):
B 0.546 2.204 -0.492
C 2.526 -1.463 -0.694
C -2.996 3.070 -2.140
C -1.031 0.738 -0.389
C 0.042 -0.694 1.574
C -2.200 1.048 0.917
C 1.368 -1.397 -1.295
C -2.608 3.350 -0.904
C -0.754 0.210 2.519
C 1.162 2.401 0.470
C -1.084 -0.939 0.920
C -0.939 1.412 -1.181
O -0.455 0.767 -1.533
O 1.844 -2.849 0.997
H -0.743 0.274 0.693
H 1.492 -1.204 -0.727
H -0.599 0.177 1.827
H 0.584 0.144 -0.292
H 1.151 -0.321 0.156
H 0.289 1.054 -0.549
H 2.905 -2.937 1.650
H 0.420 -1.386 -0.811
H 0.288 -0.508 -0.081
H -0.128 0.319 -1.131
H 0.718 -0.267 -0.216
H 0.494 -0.025 0.438
H -1.108 -1.192 1.259
H 0.278 -1.301 -1.999
H 0.663 1.156 1.374
H 0.185 -1.776 -1.077
H -2.309 -0.065 0.717

=====

Density functional theory data (the ωB97M-V functional and the def2-TZVPD basis) for C11H17Cl2HfNO2S as an isolated structure at a distorted geometry.

## Properties
* HOMO level: 0.21 eV
* LUMO level: 4.205 eV
* net charge: -2
* relative energy (zero: lowest compared OMol25 entry of this formula, charge and spin): 4.498 eV
* Kohn-Sham gap: 4.00 eV

Each line ends with the natural charge from an NBO analysis.
Geometry (Å):
1 C 1.4185 0.9061 -0.1578  -0.12
2 C 0.3768 1.7303 0.3564  -0.15
3 C -0.7309 1.6408 -0.5269  -0.17
4 C 0.4037 2.5234 1.6001  -0.62
5 C -0.3635 0.7921 -1.6073  -0.09
6 C 0.9531 0.3115 -1.3614  -0.13
7 C 1.7186 -0.6295 -2.2032  -0.63
8 C 2.7548 0.7157 0.4321  -0.63
9 C -2.0354 2.2999 -0.3281  -0.61
10 C -1.1937 0.4993 -2.7910  -0.64
11 Hf -1.6137 -1.4133 2.2820  1.89
12 Cl -2.9059 -0.0478 3.3656  -0.42
13 Cl 0.5939 -0.8095 2.8313  -0.43
14 O -1.9229 -1.2160 0.4246  -1.04
15 H 1.3710 2.4196 2.1030  0.20
16 H -0.3871 2.2087 2.3004  0.17
17 H 0.2526 3.5929 1.3899  0.17
18 H -2.4004 2.1608 0.7013  0.18
19 H -2.7839 1.8873 -1.0144  0.19
20 H -1.9700 3.3841 -0.5139  0.17
21 H -2.2444 0.3441 -2.5109  0.17
22 H -0.8292 -0.3974 -3.3054  0.20
23 H -1.1637 1.3308 -3.5137  0.17
24 H 1.0418 -1.1707 -2.8761  0.18
25 H 2.2417 -1.3685 -1.5789  0.25
26 H 2.4725 -0.1091 -2.8176  0.16
27 H 2.7248 0.8204 1.5217  0.19
28 H 3.4700 1.4571 0.0430  0.16
29 H 3.1417 -0.2819 0.1906  0.23
30 H -1.7228 -1.5889 -0.4393  0.53
31 O 2.1877 -3.9466 0.2290  -1.37
32 H 1.4036 -3.4005 0.4351  0.38
33 S -2.0850 -3.6843 3.0948  -0.31
34 C -1.3073 -4.9771 2.3266  0.07
35 N -0.8672 -5.9836 1.9185  -0.31

Forces on the atoms, in the same order (eV/Å):
C -1.452 0.221 -0.519
C -0.009 -0.900 -1.123
C 1.169 -0.553 -0.273
C 0.010 0.296 0.325
C 0.687 0.144 1.232
C -0.673 0.994 0.758
C 0.386 -0.338 -0.161
C 0.525 -0.139 0.066
C -0.292 0.259 0.005
C -0.203 -0.049 -0.365
Hf 4.149 -1.502 -3.192
Cl -2.750 2.536 2.191
Cl -0.461 -0.256 0.138
O -0.459 -0.686 0.336
H -0.142 0.035 0.100
H 0.101 0.166 0.124
H -0.022 0.050 0.200
H -0.129 0.114 -0.075
H -0.067 0.105 0.107
H -0.259 0.050 0.080
H -0.054 -0.053 -0.194
H -0.180 0.067 -0.053
H -0.168 -0.136 -0.140
H 0.269 -0.057 0.007
H -0.100 -0.026 -0.262
H -0.016 -0.168 -0.082
H 0.161 -0.070 -0.017
H 0.165 -0.058 0.113
H 0.039 0.110 0.175
H 0.298 0.446 -0.037
O -0.440 0.241 0.119
H 0.478 -0.233 -0.135
S -0.424 -0.797 0.535
C 0.805 -1.763 -0.747
N -0.940 1.949 0.764

=====

Density functional theory data (the ωB97M-V functional and the def2-TZVPD basis) for C11H17Cl2NO2SV as an isolated structure at a distorted geometry.

## Properties
* HOMO level (spin up / spin down): 0.63 / 0.63 eV
* LUMO level (spin up / spin down): 4.458 / 4.564 eV
* net charge: -2
* 2S+1: 2
* relative energy (zero: lowest compared OMol25 entry of this formula, charge and spin): 3.534 eV
* Kohn-Sham gap (spin up / spin down): 3.83 / 3.94 eV

Each line ends with the natural charge from an NBO analysis.
Geometry (Å):
1 C -1.8580 0.5664 -1.3421  0.09
2 C -2.2986 -0.3640 -0.3215  -0.13
3 C -1.5653 -1.6194 -0.5305  -0.22
4 C -3.4263 -0.1916 0.5908  -0.64
5 C -0.6055 -1.3385 -1.6020  0.06
6 C -0.8439 -0.0524 -2.0960  -0.07
7 C -0.2924 0.4841 -3.3918  -0.63
8 C -2.4457 1.8859 -1.6277  -0.66
9 C -1.9087 -2.9517 -0.0396  -0.63
10 C 0.1530 -2.3679 -2.3259  -0.64
11 V -0.3735 -0.7991 1.1582  1.20
12 Cl -1.1609 -1.4063 3.0208  -0.34
13 Cl -0.6436 1.5546 1.0971  -0.41
14 O 0.9813 -1.7638 0.3832  -0.92
15 H -3.6424 0.8775 0.7583  0.22
16 H -3.1953 -0.6368 1.5602  0.22
17 H -4.3519 -0.6564 0.2129  0.18
18 H -2.3293 -2.9417 0.9610  0.22
19 H -1.0009 -3.5686 -0.0097  0.22
20 H -2.6214 -3.4478 -0.7185  0.19
21 H 0.4713 -3.1698 -1.6599  0.22
22 H 1.0576 -1.9359 -2.7936  0.23
23 H -0.4312 -2.8186 -3.1513  0.20
24 H 0.7200 0.1274 -3.5934  0.23
25 H -0.2679 1.5743 -3.4130  0.25
26 H -0.9180 0.1604 -4.2370  0.17
27 H -2.7875 2.3500 -0.7093  0.23
28 H -3.2975 1.8833 -2.3266  0.19
29 H -1.6857 2.5454 -2.0741  0.24
30 H 1.9031 -1.7905 0.6885  0.49
31 O 2.1681 2.5276 -1.5222  -1.37
32 H 1.5320 1.8612 -1.0760  0.39
33 S 3.4158 2.0017 3.0262  -0.32
34 C 2.4091 0.9557 2.3609  0.19
35 N 1.6035 0.1892 1.9078  -0.65

Forces on the atoms, in the same order (eV/Å):
C -0.633 -2.097 0.719
C 1.205 -0.613 -1.894
C 1.025 2.751 0.323
C -1.113 0.420 0.648
C -2.045 0.404 -0.194
C -0.034 -0.311 -0.321
C 0.094 0.014 0.118
C 0.271 0.880 -0.167
C -0.182 -1.291 -0.230
C 1.033 -0.263 -0.391
V 3.749 3.361 -3.551
Cl -0.808 -0.748 1.459
Cl -0.230 -0.593 0.647
O -0.406 -1.104 0.375
H 0.143 -0.388 0.022
H -0.370 0.088 0.051
H 0.054 0.034 0.041
H -0.194 -0.035 0.085
H -0.193 -0.015 0.070
H -0.010 -0.097 0.139
H 0.046 -0.016 -0.006
H -0.317 -0.199 0.260
H -0.009 0.160 0.304
H -0.033 0.180 0.164
H 0.220 -0.070 0.160
H -0.067 -0.078 0.080
H -0.038 0.171 0.199
H 0.118 -0.353 0.098
H -0.169 -0.110 0.243
H -0.661 0.719 0.339
O -1.571 -1.550 0.577
H 1.543 1.611 -0.941
S 0.970 0.762 0.584
C -3.157 -2.786 -1.513
N 1.768 1.162 1.504

=====

Density functional theory data (the ωB97M-V functional and the def2-TZVPD basis) for C11H17Cl3CrO3 as an isolated structure at a distorted geometry.

## Properties
* HOMO level (spin up / spin down): -7.43 / -7.43 eV
* LUMO level (spin up / spin down): -4.048 / -4.037 eV
* Kohn-Sham gap (spin up / spin down): 3.38 / 3.40 eV

Each line ends with the natural charge from an NBO analysis.
Geometry (Å):
1 C 1.2607 0.0735 0.9354  -0.03
2 C 1.1325 1.3530 0.3686  0.07
3 C 0.8616 1.2277 -1.0553  -0.03
4 C 1.2156 2.6386 1.0766  -0.67
5 C 0.8179 -0.1461 -1.3654  0.00
6 C 1.0262 -0.9165 -0.1179  -0.06
7 C 1.1506 -2.2750 -0.0581  -0.32
8 C 1.5643 -0.3105 2.3210  -0.66
9 C 0.5994 2.4092 -1.9135  -0.65
10 C 0.5212 -0.7553 -2.6578  -0.68
11 Cr -2.5756 0.5626 -0.0905  1.09
12 Cl -2.6622 2.6102 0.2667  -0.06
13 Cl -1.9747 -0.0484 2.2547  -0.41
14 Cl -2.2576 1.1064 -2.8141  -0.47
15 H 1.5525 2.4716 2.1012  0.22
16 H 0.2436 3.1476 1.0992  0.22
17 H 1.9199 3.3216 0.5893  0.22
18 H -0.3031 2.9295 -1.5282  0.23
19 H 0.4079 2.0906 -2.9399  0.24
20 H 1.4665 3.0966 -1.9393  0.22
21 H -0.3477 -0.2337 -3.1175  0.26
22 H 0.2238 -1.7993 -2.5222  0.21
23 H 1.3970 -0.6994 -3.3293  0.22
24 H 1.2577 -2.8881 -0.9677  0.22
25 H -0.4888 -3.6574 2.1258  0.47
26 H 1.2472 -2.6977 0.9842  0.21
27 H 1.1595 0.4229 3.0146  0.22
28 H 2.6543 -0.3286 2.4291  0.23
29 H 1.1604 -1.2972 2.5802  0.23
30 O -0.4931 -3.1886 2.9798  -0.96
31 H -0.8349 -2.2170 2.7624  0.49
32 O -4.0350 -0.5477 -0.1958  -0.55
33 C -3.2145 -1.5539 -0.3512  0.64
34 O -2.0050 -1.3648 -0.6007  -0.52
35 H -3.6481 -2.5366 -0.3240  0.17

Forces on the atoms, in the same order (eV/Å):
C -1.021 1.831 -0.929
C 0.245 -2.768 1.134
C -0.338 -2.518 -0.142
C 0.246 0.452 0.377
C -0.133 2.274 0.831
C 0.816 -0.838 -1.081
C 0.247 1.398 1.254
C 0.262 0.104 0.372
C 0.065 0.086 -0.339
C -0.417 -0.064 -1.005
Cr 1.866 0.442 0.439
Cl -0.116 -0.114 -0.349
Cl -0.584 0.489 -2.177
Cl -0.868 -0.353 2.302
H -0.085 0.209 -0.026
H 0.113 -0.054 0.032
H -0.050 -0.034 0.070
H 0.610 -0.016 -0.364
H -0.092 0.170 0.118
H -0.437 -0.170 0.190
H 0.777 -0.415 0.062
H 0.148 0.074 -0.198
H -0.413 -0.125 0.065
H -0.470 0.232 0.730
H -0.111 0.440 0.441
H 0.140 0.072 -1.506
H 0.038 -0.014 0.204
H -0.057 -0.160 0.338
H 0.188 0.266 -0.018
O -0.965 2.650 -0.960
H 0.957 -3.088 0.474
O 1.229 0.122 0.017
C 0.031 -0.890 -1.068
O -1.664 0.959 0.419
H -0.156 -0.650 0.296

=====

What did we get for calculated total energy? Answer: -30374.6276, -22125.9043, -16451.8688, -54456.9001, -78835.4258, -83810.8567 eV, in the order shown.